## P
{
  "formula": "C3H11NO",
  "method": "ωB97M-V/def2-TZVPD",
  "species": ["O", "N", "C", "C", "C", "H", "H", "H", "H", "H", "H", "H", "H", "H", "H", "H"],
  "xyz": [[-0.89, -3.22, 1.61], [0.64, 0.55, 0.20], [-0.30, 0.68, -0.91], [2.00, 0.31, -0.26], [-1.69, 1.02, -0.40], [2.36, 1.07, -0.97], [-0.47, -2.33, 1.53], [-2.04, 0.23, 0.28], [-2.40, 1.09, -1.25], [2.04, -0.68, -0.74], [2.68, 0.30, 0.61], [-1.68, 1.98, 0.14], [0.62, 1.42, 0.75], [-0.31, -0.29, -1.44], [-0.58, -3.56, 2.48], [0.03, 1.45, -1.63]],
  "lowdin_charge": [-0.094, -0.160, -0.336, -0.154, -0.110, 0.072, 0.034, 0.072, 0.073, 0.079, 0.077, 0.071, 0.106, 0.116, 0.046, 0.108],
  "homo_energy_ev": -9.083,
  "smiles": "CCNC.O",
  "orbital_gap_ev": 10.08,
  "mol_weight_g_mol": 77.1,
  "e_lumo_ev": 1.00
}

## Q
{
  "formula": "C3H11NO",
  "method": "ωB97M-V/def2-TZVPD",
  "species": ["O", "N", "C", "C", "C", "H", "H", "H", "H", "H", "H", "H", "H", "H", "H", "H"],
  "xyz": [[-1.60, 1.45, -0.24], [1.02, 0.64, -0.16], [-1.40, -1.02, -0.20], [-0.92, 0.35, -0.58], [1.93, -0.46, 0.16], [0.69, 1.19, 0.97], [1.41, 1.21, -0.92], [-2.25, 1.29, 0.48], [-0.67, -1.58, 0.38], [-0.11, 1.35, 1.68], [2.91, -0.10, 0.49], [2.09, -1.13, -0.70], [-0.68, 0.41, -1.65], [-1.62, -1.59, -1.12], [1.50, -1.03, 1.00], [-2.30, -0.98, 0.42]],
  "lowdin_charge": [-0.032, -0.159, -0.043, -0.303, -0.179, -0.039, 0.092, 0.118, 0.072, -0.029, 0.078, 0.069, 0.120, 0.093, 0.060, 0.083],
  "homo_energy_ev": -6.840,
  "orbital_gap_ev": 7.69,
  "mol_weight_g_mol": 77.1,
  "e_lumo_ev": 0.85
}

Which of them is the most stable, and which is the least stable? P and Q, in that order.

## P
{
  "formula": "C3H11NO",
  "method": "ωB97M-V/def2-TZVPD",
  "species": ["O", "N", "C", "C", "C", "H", "H", "H", "H", "H", "H", "H", "H", "H", "H", "H"],
  "xyz": [[1.17, 0.91, 0.65], [1.53, 2.25, -1.30], [1.64, 0.89, -0.85], [-1.32, -1.77, 0.15], [-1.82, -0.90, 1.34], [-2.69, -0.29, 1.07], [0.73, 2.74, -0.97], [2.05, 1.36, 1.14], [0.94, 0.15, -1.26], [-1.99, -1.66, 2.15], [2.68, 0.44, -0.89], [-1.87, -2.77, -0.07], [-0.28, -2.10, 0.17], [-1.51, -1.36, -0.83], [-0.89, -0.28, 1.74], [1.63, 2.40, -2.24]],
  "lowdin_charge": [-0.195, 0.014, -0.265, -0.213, -0.164, 0.056, 0.068, 0.154, 0.092, 0.059, 0.117, 0.080, 0.054, 0.035, 0.082, 0.025],
  "homo_energy_ev": -9.595,
  "smiles": "NCO.CC",
  "orbital_gap_ev": 10.56,
  "mol_weight_g_mol": 77.1,
  "e_lumo_ev": 0.96
}

## Q
{
  "formula": "C3H11NO",
  "method": "ωB97M-V/def2-TZVPD",
  "species": ["O", "N", "C", "C", "C", "H", "H", "H", "H", "H", "H", "H", "H", "H", "H", "H"],
  "xyz": [[0.65, 0.18, 0.12], [0.62, -2.48, -0.95], [0.75, 0.73, -1.24], [0.05, 0.89, 1.27], [-1.47, 0.54, 1.25], [-1.69, -0.20, 2.13], [0.54, 0.51, 2.29], [1.02, -1.82, -1.61], [1.03, -2.27, -0.04], [-1.96, 1.57, 1.22], [-1.59, 0.04, 0.36], [-0.08, 1.45, -1.51], [1.72, 1.26, -1.35], [0.21, 1.95, 1.08], [-0.37, -2.33, -0.90], [0.59, 0.00, -2.13]],
  "lowdin_charge": [-0.295, 0.015, -0.114, -0.229, -0.082, 0.108, 0.146, -0.025, 0.012, 0.088, 0.021, 0.089, 0.079, 0.092, 0.001, 0.093],
  "homo_energy_ev": -9.322,
  "smiles": "CCOC.N",
  "orbital_gap_ev": 10.23,
  "mol_weight_g_mol": 77.1,
  "e_lumo_ev": 0.90
}

Which of them is the most stable, and which is the least stable? P and Q, in that order.

## P
{
  "formula": "CH9N2O",
  "method": "ωB97M-V/def2-TZVPD",
  "species": ["O", "N", "N", "C", "H", "H", "H", "H", "H", "H", "H", "H", "H"],
  "xyz": [[2.31, -0.87, -0.85], [-0.95, -0.12, 1.48], [-0.33, 0.26, -0.84], [-1.10, 0.81, 0.33], [-0.95, -0.42, -1.34], [2.83, -0.65, -0.11], [-0.03, 0.93, -1.52], [-0.50, 1.78, 0.58], [0.55, -0.31, -0.52], [-0.95, 0.25, 2.51], [-1.49, -0.95, 1.36], [-2.13, 1.01, 0.05], [2.75, -1.70, -1.12]],
  "lowdin_charge": [-0.033, -0.004, 0.157, -0.218, 0.178, 0.042, 0.145, 0.164, 0.144, 0.152, 0.060, 0.122, 0.090],
  "homo_energy_ev": -14.332,
  "orbital_gap_ev": 10.93,
  "mol_weight_g_mol": 65.1,
  "charge": 1,
  "e_lumo_ev": -3.40
}

## Q
{
  "formula": "CH9N2O",
  "method": "ωB97M-V/def2-TZVPD",
  "species": ["O", "N", "N", "C", "H", "H", "H", "H", "H", "H", "H", "H", "H"],
  "xyz": [[-2.15, -0.73, -0.63], [-0.18, 0.28, 0.03], [2.63, 1.23, 0.73], [-0.88, -1.05, -0.23], [0.85, 0.18, 0.11], [-0.27, 0.93, -0.75], [-0.77, -1.57, 0.73], [3.36, 0.70, 0.29], [-2.49, -1.39, -1.24], [2.84, 1.34, 1.71], [-0.71, 0.70, 0.77], [-0.23, -1.62, -0.90], [2.53, 2.15, 0.34]],
  "lowdin_charge": [0.031, 0.204, 0.029, -0.217, 0.114, 0.163, 0.145, 0.036, 0.123, 0.036, 0.161, 0.145, 0.030],
  "homo_energy_ev": -14.803,
  "orbital_gap_ev": 11.44,
  "mol_weight_g_mol": 65.1,
  "charge": 1,
  "e_lumo_ev": -3.36
}

Which of them is the most stable, and which is the least stable? Q and P, in that order.